DFT (ωB97M-V/def2-TZVPD) results for C28H28N7NiO3S as an isolated structure in a non-equilibrium geometry.

## Properties
Multiplicity: 3
M, g/mol: 601.3
Energy, Eh: -3599.2397
Orbital gap (alpha / beta), eV: 9.2 / 9.2
HOMO level (alpha / beta), eV: -11.128 / -11.133
Energy above the lowest of the compared OMol25 structures with the same formula, charge and spin, kcal per mole: 0.0
Net charge: +1
LUMO level (alpha / beta), eV: -1.92 / -1.97

The geometry in XYZ format:
```
68
C28H28N7NiO3S (ωB97M-V/def2-TZVPD)
Ni 0.204 -0.056 0.470
C -1.730 0.708 -1.733
N -1.716 -0.297 -0.667
C -2.855 -0.195 0.266
C -2.375 -0.015 1.671
N -1.166 0.391 1.964
C -1.084 0.398 3.348
C -0.036 0.733 4.200
C -0.269 0.649 5.559
C -1.511 0.251 6.069
C -2.565 -0.072 5.237
C -2.324 0.010 3.872
N -3.130 -0.213 2.770
C -1.072 1.944 -1.211
N -0.033 1.870 -0.421
C 0.332 3.177 -0.130
C 1.375 3.690 0.639
C 1.486 5.062 0.730
C 0.591 5.918 0.074
C -0.439 5.427 -0.703
C -0.545 4.046 -0.798
N -1.429 3.221 -1.474
H -2.741 0.920 -2.094
H -1.142 0.333 -2.572
H -1.655 -1.225 -1.065
H -3.487 -1.082 0.220
H -3.464 0.673 -0.002
H 0.919 1.042 3.797
H 0.520 0.906 6.253
H -1.647 0.200 7.141
H -3.530 -0.371 5.622
H -4.035 -0.649 2.790
H 2.066 3.026 1.137
H 2.284 5.497 1.315
H 0.709 6.988 0.178
H -1.128 6.087 -1.214
H -2.188 3.527 -2.058
O -1.995 -2.835 1.582
C -0.840 -2.988 1.219
N 0.133 -2.036 1.193
S 1.335 -2.463 0.188
O 1.125 -1.574 -0.960
O 2.644 -2.421 0.771
C 0.862 -4.168 -0.009
C 1.567 -5.268 -0.452
C 1.020 -6.522 -0.206
C -0.194 -6.657 0.459
C -0.889 -5.540 0.907
C -0.328 -4.296 0.683
H 2.512 -5.159 -0.967
H 1.556 -7.406 -0.526
H -0.592 -7.644 0.650
H -1.825 -5.615 1.444
C 4.360 -0.537 3.352
C 4.392 0.360 2.101
C 5.401 -0.179 1.074
C 4.734 1.813 2.473
C 3.037 0.370 1.558
N 1.932 0.512 1.281
H 5.320 -0.469 3.862
H 4.180 -1.573 3.066
H 3.578 -0.225 4.045
H 6.357 -0.337 1.572
H 5.545 0.533 0.261
H 5.059 -1.120 0.658
H 5.712 1.835 2.953
H 4.000 2.228 3.166
H 4.772 2.442 1.584
```

Atom charges from the Löwdin analysis, given in e for atoms 1 to 2: number 1, Ni, carries 0.577; number 2, C, carries -0.097


DFT (ωB97M-V/def2-TZVPD) results for C19H19CrNO9P as an isolated structure in a non-equilibrium geometry.

## Properties
Multiplicity: 4
M, g/mol: 488.3
Energy, Eh: -2853.2359
Orbital gap (alpha / beta), eV: 6.0 / 6.1
HOMO level (alpha / beta), eV: -7.496 / -7.766
Energy above the lowest of the compared OMol25 structures with the same formula, charge and spin, kcal per mole: 0.0
LUMO level (alpha / beta), eV: -1.51 / -1.62

The geometry in XYZ format:
```
50
C19H19CrNO9P (ωB97M-V/def2-TZVPD)
Cr 0.274 -0.831 0.425
O 3.993 -2.075 2.315
C 2.690 -1.977 2.501
O 1.900 -2.874 2.493
C 2.242 -0.565 2.825
C 2.925 0.233 3.736
C 2.348 1.397 4.143
C 1.076 1.710 3.671
C 0.490 0.883 2.761
N 1.087 -0.190 2.286
C -0.889 1.084 2.131
O -1.676 2.064 2.478
O -1.239 0.354 1.294
H 4.168 -2.973 1.989
H 3.870 -0.102 4.135
H 2.855 2.047 4.842
H 0.578 2.612 4.006
H -1.322 2.558 3.227
O 0.600 -4.782 -0.363
C 0.732 -3.603 -0.151
O -0.253 -2.746 0.104
C 2.131 -2.879 -0.204
O 3.177 -3.469 -0.310
O 2.037 -1.554 -0.051
C 2.572 1.418 -0.079
C 1.255 0.871 -0.613
O 0.831 1.280 -1.728
H 2.808 2.371 -0.566
H 3.345 0.682 -0.315
H 2.547 1.542 1.007
C -2.727 -1.827 -1.081
P -1.296 -0.739 -1.499
C -0.520 -1.473 -2.983
C -2.149 0.761 -2.119
C -1.981 2.013 -1.538
C -2.672 3.115 -2.025
C -3.534 2.979 -3.103
C -3.710 1.735 -3.692
C -3.025 0.634 -3.199
H -2.657 -2.769 -1.620
H -3.668 -1.334 -1.322
H -2.701 -2.058 -0.018
H -1.102 -2.313 -3.358
H 0.475 -1.829 -2.722
H -0.424 -0.717 -3.760
H -1.310 2.129 -0.706
H -2.532 4.083 -1.562
H -4.067 3.840 -3.484
H -4.380 1.620 -4.533
H -3.172 -0.333 -3.663
```

Atom charges from the Löwdin analysis, given in e for atoms 1 to 2: number 1, Cr, carries 0.736; number 2, O, carries 0.163


DFT (ωB97M-V/def2-TZVPD) results for an isolated molecule of C4H8O in a non-equilibrium geometry.

## Properties
M, g/mol: 72.1
Energy, Eh: -232.4002
Orbital gap, eV: 10.0
HOMO level, eV: -8.836
Energy above the lowest of the compared OMol25 structures with the same formula, charge and spin, kcal per mole: 28.5
LUMO level, eV: 1.13

The geometry in XYZ format:
```
13
C4H8O (ωB97M-V/def2-TZVPD)
C 1.404 0.826 0.901
C 1.612 -0.269 0.179
O 0.712 -0.806 -0.685
C -0.510 -0.019 -0.939
C -1.620 -0.474 -0.004
H 2.209 1.223 1.480
H 0.450 1.320 1.029
H 2.563 -0.806 0.234
H -0.698 -0.299 -1.971
H -0.433 1.102 -0.927
H -1.389 -0.215 1.034
H -1.711 -1.560 -0.074
H -2.588 -0.023 -0.257
```

Atom charges from the Löwdin analysis, given in e for atoms 1 to 2: number 1, C, carries -0.004; number 2, C, carries -0.236


DFT (ωB97M-V/def2-TZVPD) results for an isolated molecule of C6H12N2OS in a non-equilibrium geometry.

## Properties
M, g/mol: 160.2
Energy, Eh: -818.6357
Orbital gap, eV: 7.9
HOMO level, eV: -7.019
Energy above the lowest of the compared OMol25 structures with the same formula, charge and spin, kcal per mole: 74.1
LUMO level, eV: 0.87

The geometry in XYZ format:
```
22
C6H12N2OS (ωB97M-V/def2-TZVPD)
C -3.529 -0.400 -0.004
C -2.080 -0.912 0.206
O -1.163 -0.050 -0.405
C 0.159 -0.518 -0.310
C 1.140 0.354 -0.364
C 1.044 1.831 -0.538
N 2.457 -0.122 -0.165
N 3.371 0.410 0.753
C 2.398 -1.564 -0.047
S 0.686 -2.207 -0.170
H -3.517 0.691 0.016
H -3.948 -0.616 -0.920
H -4.190 -0.723 0.896
H -1.835 -1.914 -0.039
H -1.999 -0.765 1.270
H 0.226 2.287 0.069
H 0.704 2.031 -1.535
H 1.883 2.323 -0.293
H 3.063 0.487 1.657
H 3.416 1.380 0.430
H 2.910 -2.047 -0.903
H 3.068 -1.816 0.825
```

Atom charges from the Löwdin analysis, given in e for atoms 1 to 2: number 1, C, carries -0.051; number 2, C, carries -0.284